# 1
{
  "formula": "C5H12O4",
  "method": "ωB97M-V/def2-TZVPD",
  "multiplicity": 2,
  "lumo_ha": [0.1185, 0.0392],
  "charge": -1,
  "gap_ev": [5.55, 3.39],
  "s_squared": 0.755,
  "relative_energy_kcal_mol": 0.0,
  "symbols": ["O", "O", "O", "O", "C", "C", "C", "C", "C", "H", "H", "H", "H", "H", "H", "H", "H", "H", "H", "H", "H"],
  "xyz": [[-2.21, 0.55, -0.42], [-0.44, -3.35, 0.72], [0.90, 2.55, 1.03], [0.27, -0.95, -0.90], [-0.77, 0.90, 0.19], [0.52, 3.86, 0.90], [0.92, -2.17, -0.88], [0.03, -0.37, 0.36], [-0.07, -3.36, -0.58], [1.32, -2.36, -1.88], [-1.12, 1.20, 1.19], [-0.91, -3.30, -1.29], [0.98, -0.17, 0.88], [-0.35, 1.47, -0.67], [1.26, 4.57, 1.36], [1.73, -2.19, -0.14], [0.56, -4.25, -0.79], [-0.54, -1.09, 0.99], [0.40, 4.19, -0.16], [-2.05, 0.18, -1.29], [-0.46, 4.09, 1.38]],
  "nbo_charge": [-0.82, -0.34, -0.99, -0.52, -0.04, -0.21, -0.04, -0.12, -0.14, 0.19, 0.22, 0.16, 0.21, 0.22, 0.09, 0.18, 0.18, 0.18, 0.08, 0.44, 0.08]
}

***

# 2
{
  "formula": "C24H32FeNO2",
  "method": "ωB97M-V/def2-TZVPD",
  "multiplicity": 5,
  "lumo_ha": [0.0950, 0.0316],
  "charge": -1,
  "gap_ev": [2.64, 2.90],
  "s_squared": 6.092,
  "symbols": ["Fe", "O", "O", "N", "C", "C", "C", "C", "C", "C", "C", "C", "C", "C", "C", "C", "C", "C", "C", "C", "C", "C", "C", "C", "C", "C", "C", "C", "H", "H", "H", "H", "H", "H", "H", "H", "H", "H", "H", "H", "H", "H", "H", "H", "H", "H", "H", "H", "H", "H", "H", "H", "H", "H", "H", "H", "H", "H", "H", "H"],
  "xyz": [[-1.64, 3.30, -3.56], [1.28, 1.22, 1.22], [2.95, 0.91, 2.68], [0.01, -1.15, 2.07], [-2.14, -0.76, 3.29], [-1.44, 0.64, 1.30], [-2.40, 1.71, 1.64], [-1.36, 3.93, -5.41], [-1.44, 4.91, -2.41], [-1.43, 1.33, -1.28], [-1.73, 2.67, -1.68], [-2.84, 4.55, -2.60], [-2.05, 1.78, -4.76], [-1.18, -0.40, 2.16], [-2.37, 0.23, -1.58], [1.38, -3.09, 2.29], [3.44, 2.15, 2.14], [-2.50, 3.04, -5.31], [-3.05, 0.40, 3.69], [-0.04, -2.60, 1.99], [-0.19, 3.21, -4.91], [-3.57, 1.19, 2.49], [1.20, -0.69, 2.75], [-0.75, 3.77, -1.86], [-0.62, 1.88, -4.52], [-3.02, 3.18, -2.17], [1.78, 0.56, 2.12], [2.19, -1.87, 2.72], [-2.76, -1.62, 2.96], [-4.20, 0.54, 1.87], [0.03, 1.08, -4.17], [-3.63, 5.21, -2.94], [2.62, -1.97, 3.72], [-0.70, 0.82, 0.53], [-2.21, -0.21, -2.58], [0.83, 3.58, -4.92], [3.02, -1.67, 2.02], [-3.40, 0.59, -1.51], [-3.95, 2.63, -2.12], [-3.90, 0.02, 4.29], [-1.58, -1.11, 4.17], [-2.73, 2.20, 0.73], [1.37, -3.84, 3.07], [-4.18, 2.03, 2.83], [-1.86, 2.48, 2.23], [-2.65, 0.88, -4.64], [-3.51, 3.25, -5.68], [1.82, -3.54, 1.40], [4.39, 2.32, 2.63], [0.99, -0.42, 3.80], [-2.49, 1.08, 4.35], [3.56, 2.08, 1.05], [-0.76, -3.04, 2.70], [-2.22, -0.59, -0.86], [-1.35, 4.92, -5.86], [-1.01, 5.89, -2.58], [0.28, 3.71, -1.53], [-0.37, 1.10, -1.26], [-0.37, -2.91, 0.98], [2.74, 2.97, 2.37]],
  "nbo_charge": [0.13, -0.58, -0.52, -0.47, -0.45, -0.13, -0.46, -0.16, -0.34, -0.22, -0.16, -0.34, -0.27, 0.11, -0.65, -0.41, -0.26, -0.31, -0.38, -0.19, -0.36, -0.39, -0.12, -0.36, -0.18, -0.39, 0.79, -0.39, 0.19, 0.19, 0.22, 0.20, 0.21, 0.27, 0.19, 0.22, 0.21, 0.20, 0.20, 0.19, 0.19, 0.26, 0.20, 0.20, 0.20, 0.22, 0.21, 0.21, 0.18, 0.19, 0.19, 0.20, 0.16, 0.20, 0.21, 0.20, 0.20, 0.18, 0.19, 0.20]
}

***

# 3
{
  "formula": "C12H16BrN5O9PPdS2",
  "method": "ωB97M-V/def2-TZVPD",
  "multiplicity": 3,
  "lumo_ha": [0.0728, 0.0098],
  "charge": -1,
  "gap_ev": [7.37, 5.65],
  "s_squared": 2.006,
  "symbols": ["Pd", "Br", "S", "S", "P", "O", "O", "O", "O", "O", "O", "O", "O", "O", "N", "N", "N", "N", "N", "C", "C", "C", "C", "C", "C", "C", "C", "C", "C", "C", "C", "H", "H", "H", "H", "H", "H", "H", "H", "H", "H", "H", "H", "H", "H", "H", "H"],
  "xyz": [[-0.24, 0.04, 0.05], [0.33, -2.32, 0.63], [-1.91, 1.12, -2.23], [-2.65, 0.57, 1.23], [1.79, 1.63, 2.53], [1.40, 1.74, 1.08], [-2.95, 2.05, -1.90], [1.78, -0.10, -1.05], [-1.77, 0.79, -3.64], [-1.99, 1.79, 0.74], [2.75, 2.54, 3.19], [-3.87, 0.78, 1.95], [-1.63, -0.22, 1.97], [-0.56, 1.41, -1.64], [-0.48, 2.96, 2.63], [2.72, -0.61, 1.33], [4.24, -1.20, -4.91], [5.13, -1.00, -0.50], [1.31, -0.28, -3.26], [-3.27, -2.66, -1.92], [3.95, -1.01, -3.81], [-3.82, -2.73, -0.64], [2.25, -0.15, 2.68], [-2.99, -0.53, -0.15], [3.51, -0.77, -2.48], [4.41, -0.90, -1.40], [0.18, 1.84, 3.39], [2.16, -0.36, -2.22], [-2.61, -1.51, -2.32], [-2.45, -0.44, -1.45], [-3.67, -1.68, 0.24], [0.22, 3.60, 2.25], [3.73, -0.71, 1.21], [3.04, -0.29, 3.42], [-4.35, -3.62, -0.33], [-1.14, 3.48, 3.20], [-3.37, -3.49, -2.60], [2.28, -1.50, 1.06], [-0.99, 2.58, 1.82], [1.68, -0.35, -4.19], [2.41, 0.05, 0.58], [-2.21, -1.42, -3.32], [-0.47, 0.97, 3.34], [-4.06, -1.73, 1.24], [1.38, -0.74, 2.94], [0.35, 2.15, 4.42], [0.45, 0.24, -3.14]],
  "nbo_charge": [1.24, -0.61, 2.41, 2.37, 2.15, -1.17, -0.95, -0.77, -0.99, -1.02, -1.12, -0.96, -1.01, -1.02, -0.69, -0.77, -0.42, -0.49, -0.81, -0.20, 0.32, -0.19, -0.63, -0.23, -0.58, 0.36, -0.63, 0.70, -0.17, -0.41, -0.21, 0.44, 0.45, 0.24, 0.21, 0.42, 0.22, 0.45, 0.49, 0.40, 0.50, 0.26, 0.27, 0.24, 0.25, 0.23, 0.43]
}

***

# 4
{
  "formula": "C28H44F12O32S6",
  "method": "ωB97M-V/def2-TZVPD",
  "multiplicity": 1,
  "lumo_ha": -0.0038,
  "charge": 0,
  "gap_ev": 10.54,
  "relative_energy_kcal_mol": 6.3,
  "smiles": "CCOC(=O)C(F)(F)F.CCOC(=O)C(F)(F)F.CCOC(=O)C(F)(F)F.CCOC(=O)C(F)(F)F.O=S1(=O)OCCO1.O=S1(=O)OCCO1.O=S1(=O)OCCO1.O=S1(=O)OCCO1.O=S1(=O)OCCO1.O=S1(=O)OCCO1",
  "symbols": ["S", "S", "S", "S", "S", "S", "F", "F", "F", "F", "F", "F", "F", "F", "F", "F", "F", "F", "O", "O", "O", "O", "O", "O", "O", "O", "O", "O", "O", "O", "O", "O", "O", "O", "O", "O", "O", "O", "O", "O", "O", "O", "O", "O", "O", "O", "O", "O", "O", "O", "C", "C", "C", "C", "C", "C", "C", "C", "C", "C", "C", "C", "C", "C", "C", "C", "C", "C", "C", "C", "C", "C", "C", "C", "C", "C", "C", "C", "H", "H", "H", "H", "H", "H", "H", "H", "H", "H", "H", "H", "H", "H", "H", "H", "H", "H", "H", "H", "H", "H", "H", "H", "H", "H", "H", "H", "H", "H", "H", "H", "H", "H", "H", "H", "H", "H", "H", "H", "H", "H", "H", "H"],
  "xyz": [[3.18, 7.80, 0.16], [4.29, 1.33, -0.06], [2.73, -4.46, 4.13], [-0.29, -5.06, -1.81], [2.18, -1.53, -6.01], [-1.68, 5.26, 0.50], [-6.93, -2.87, -4.42], [-6.92, -2.81, -2.27], [-3.11, -2.86, 0.63], [-8.03, -1.30, -3.38], [1.81, 3.72, 3.00], [-0.66, 3.75, -2.43], [0.63, 2.40, -3.48], [0.00, 2.58, 2.80], [-3.90, -3.30, 2.58], [1.30, 3.32, -1.66], [1.40, 2.53, 1.17], [-1.88, -2.60, 2.40], [-1.56, 1.41, -1.49], [2.75, -4.18, 5.54], [2.37, -0.89, -7.27], [0.40, -4.66, -3.01], [3.26, -1.50, -5.07], [3.29, 1.80, -1.23], [-2.59, 4.72, -0.71], [2.06, 8.29, -0.60], [-2.93, -0.16, 1.51], [3.56, 0.78, 1.05], [1.16, -4.22, 3.67], [2.71, 6.58, 1.12], [3.25, -3.13, 3.34], [-2.40, 6.32, 1.11], [-5.33, -0.63, -4.45], [-1.89, 3.92, 1.39], [3.96, 8.78, 0.85], [0.34, -4.31, -0.48], [-0.34, 5.45, 0.03], [-1.73, -4.97, -1.83], [-4.57, -0.83, 2.91], [0.23, -6.55, -1.41], [3.28, -5.64, 3.56], [3.25, 1.59, 3.55], [1.67, -3.05, -6.24], [0.50, 1.07, -0.68], [1.56, 0.26, 2.94], [0.82, -1.12, -5.24], [4.95, 0.17, -0.94], [4.12, 6.85, -0.77], [-5.12, -1.00, -2.23], [5.26, 2.35, 0.18], [1.30, 2.58, 2.51], [-0.39, 1.67, -1.45], [2.92, 5.33, 0.52], [-3.80, -0.42, -2.12], [2.02, 1.36, 3.07], [-5.68, -1.11, -3.42], [0.20, -2.22, -4.54], [-6.92, -2.05, -3.37], [-3.11, -2.45, 1.89], [-5.00, 0.48, 3.25], [3.53, 5.53, -0.89], [0.12, -0.08, 0.06], [2.26, -2.10, 3.41], [4.41, 0.13, -2.27], [4.06, 0.46, 3.86], [-3.60, 3.81, -0.27], [0.50, -6.66, -0.01], [-2.96, 3.14, 0.94], [0.94, -2.89, 3.24], [-3.57, -1.00, 2.08], [-2.75, -1.42, -2.60], [0.34, -1.44, -0.64], [0.79, -3.50, -5.23], [-6.26, 0.44, 4.12], [4.14, 0.17, 5.33], [0.24, 2.81, -2.26], [0.65, -5.23, 0.54], [3.82, 1.51, -2.53], [0.68, -0.07, 0.99], [-6.81, 1.38, 4.08], [-0.94, -0.06, 0.31], [1.09, -1.32, -1.43], [1.39, -7.25, 0.20], [3.67, -0.67, -2.28], [0.07, -4.12, -5.76], [3.16, -0.21, 5.59], [4.97, -0.51, 5.52], [1.36, -4.05, -4.47], [-0.53, -1.92, -1.09], [5.15, -0.23, -3.00], [0.72, -2.92, 2.16], [-4.51, 4.38, -0.08], [1.60, -5.00, 1.03], [0.42, -2.11, -3.49], [-3.74, 0.49, -2.71], [0.67, -2.14, 0.12], [-3.74, 2.93, 1.68], [3.56, 4.72, 1.16], [4.29, 4.81, -1.19], [-4.23, 1.07, 3.74], [3.67, -0.39, 3.29], [0.08, -2.41, 3.70], [-0.86, -2.08, -4.73], [-2.61, 2.13, 0.71], [-6.97, -0.30, 3.76], [-0.38, -7.16, 0.41], [2.00, 4.76, 0.49], [2.76, 5.70, -1.64], [-0.07, -5.10, 1.36], [2.40, -1.46, 2.55], [5.02, 0.66, 3.37], [4.53, 2.28, -2.81], [4.42, 1.01, 5.96], [-2.81, -2.39, -2.12], [-5.32, 0.99, 2.34], [2.96, 1.46, -3.20], [-2.90, -1.58, -3.67], [-3.69, -0.25, -1.05], [-5.96, 0.15, 5.13], [2.32, -1.59, 4.37], [-3.75, 3.05, -1.03], [-1.77, -0.99, -2.41]],
  "lowdin_charge": [0.66, 0.65, 0.69, 0.72, 0.64, 0.65, 0.18, 0.16, 0.18, 0.17, 0.19, 0.20, 0.17, 0.18, 0.16, 0.17, 0.16, 0.16, 0.15, -0.23, -0.21, -0.25, -0.25, -0.24, -0.20, -0.23, 0.15, -0.21, -0.21, -0.17, -0.19, -0.21, 0.17, -0.19, -0.22, -0.22, -0.21, -0.22, 0.06, -0.18, -0.22, 0.04, -0.20, 0.03, 0.09, -0.21, -0.18, -0.21, 0.03, -0.21, -0.52, -0.35, -0.21, -0.18, -0.35, -0.40, -0.13, -0.55, -0.52, -0.21, -0.12, -0.16, -0.19, -0.14, -0.23, -0.14, -0.14, -0.19, -0.17, -0.38, -0.05, -0.02, -0.16, -0.05, -0.03, -0.55, -0.17, -0.11, 0.10, 0.08, 0.10, 0.08, 0.14, 0.12, 0.14, 0.08, 0.09, 0.09, 0.05, 0.14, 0.09, 0.13, 0.13, 0.10, 0.12, 0.05, 0.12, 0.13, 0.12, 0.13, 0.08, 0.13, 0.12, 0.10, 0.08, 0.13, 0.08, 0.12, 0.12, 0.10, 0.14, 0.14, 0.09, 0.07, 0.12, 0.13, 0.08, 0.11, 0.08, 0.11, 0.13, 0.05]
}

***

For each record above, in turn, the calculated calculated total energy values are -13565.2530, -65369.7257, -143067.5768, -192885.1175 eV.
For each record above, in turn, the calculated largest force on an atom values are 3.29, 3.39, 1.80, 2.54 eV/Å.